(1)
Entry from the Open Molecules 2025 dataset: C4H6N2O2S2 in the gas phase at a distorted geometry (the ωB97M-V functional and the def2-TZVPD basis).

Its HOMO energy is -9.35 eV. The calculation puts the gap between HOMO and LUMO at 0.303 hartree. The SMILES is [H]/N=C1/C=N[C@H](SC)S1(=O)=O.

Last column: Mulliken charge in e.
Element x y z (Å)
1 H -2.322551 0.243255 -2.375067  0.3131
2 N -1.721033 0.941155 -1.993585  -0.6065
3 C -1.871512 0.893130 -0.728981  0.3633
4 C -1.290335 1.551269 0.402301  -0.1884
5 N -0.847507 0.743490 1.308069  -0.4470
6 C -0.959444 -0.598023 1.102651  -0.3073
7 S 0.042944 -1.383742 -0.398667  -0.0138
8 C 1.392475 -0.136343 -0.636609  -0.8298
9 S -2.784188 -0.486394 0.271467  0.9912
10 O -3.725814 0.169304 1.139815  -0.6000
11 O -3.246613 -1.509801 -0.627254  -0.5873
12 H -1.052183 2.617730 0.403331  0.4063
13 H -0.919948 -1.141888 2.026475  0.5525
14 H 2.103509 -0.660919 -1.365002  0.3098
15 H 1.995183 -0.143830 0.245028  0.3043
16 H 1.104509 0.805301 -0.935239  0.3397

Atomic forces in eV per Å
H -0.53 -0.95 -0.83
N -0.07 0.98 2.44
C -0.95 -0.81 -1.18
C 2.17 -0.06 -0.35
N 0.85 2.74 0.30
C -1.13 -1.59 -2.30
S -0.22 1.18 1.57
C 1.29 -3.97 -0.09
S 0.37 0.64 -1.26
O 0.16 -0.43 0.28
O 0.38 -0.14 0.35
H -0.51 -0.19 0.52
H 0.11 -0.65 0.09
H -1.30 0.89 0.48
H 0.15 0.43 0.80
H -0.79 1.92 -0.83

(2)
Entry from the Open Molecules 2025 dataset: a molecular structure, C4H6N2O2S2 at a distorted geometry (the ωB97M-V functional and the def2-TZVPD basis).

Its HOMO energy is -9.73 eV. The calculation puts the gap between HOMO and LUMO at 0.320 hartree.

Last column: Mulliken charge in e.
Element x y z (Å)
1 C -2.463116 0.998943 -0.518692  -0.3485
2 C 1.230665 -0.697295 0.367143  0.7286
3 C -1.375367 1.753808 -0.239310  -0.4253
4 C 0.049511 1.450111 0.229672  -0.1800
5 N 0.284518 0.114475 0.493291  -0.3340
6 N 1.120432 -1.958789 0.891788  -0.4502
7 O -1.188127 -1.406501 -1.423300  -0.5097
8 O -2.438772 -1.396748 0.608707  -0.5097
9 S 2.754070 -0.567293 -0.579318  -0.2645
10 S -1.651419 -0.590684 -0.300502  0.8755
11 H -1.665788 2.830135 -0.265351  0.3296
12 H 2.190738 0.494066 -1.268049  0.1622
13 H 0.674404 1.848138 -0.658977  0.2057
14 H 0.335667 2.169298 1.109835  0.2584
15 H 0.255102 -2.468911 0.893592  0.2723
16 H 1.887484 -2.572747 0.659464  0.1896

Atomic forces in eV per Å
C 3.36 -0.99 0.18
C 1.00 -2.10 -0.22
C -1.93 2.12 0.44
C 1.64 3.68 -1.14
N -2.29 -0.26 0.48
N 0.89 -0.09 -0.30
O 0.41 1.64 0.76
O 1.06 0.58 0.57
S -1.07 1.70 -0.11
S -2.99 -3.55 -1.06
H 0.95 -0.49 0.08
H 0.80 -0.68 0.34
H -0.49 -0.47 1.15
H -0.59 -1.52 -1.36
H -0.67 0.42 0.29
H -0.09 0.01 -0.09

(3)
Entry from the Open Molecules 2025 dataset: C4H6N2O3 in the gas phase at a distorted geometry (the ωB97M-V functional and the def2-TZVPD basis).

Its HOMO energy is -9.74 eV. The calculation puts the gap between HOMO and LUMO at 0.373 hartree. The SMILES is O=NN1CCOC(=O)C1.

Last column: Mulliken charge in e.
Element x y z (Å)
1 O 2.850341 1.303231 0.069855  -0.4447
2 N 2.233179 0.542933 -0.694018  -0.3019
3 N 0.957853 0.185034 -0.326832  0.5685
4 C 0.336190 0.597181 0.949603  -0.6378
5 C -1.190478 0.690549 0.851762  -0.3858
6 O -1.780463 -0.544759 0.406657  -0.3237
7 C -1.180317 -1.235174 -0.640126  0.4153
8 O -1.659228 -2.177231 -1.214263  -0.5165
9 C 0.258941 -0.862865 -1.139991  -0.2835
10 H 0.720535 1.561594 1.237872  0.4008
11 H 0.589411 -0.108530 1.729557  0.3056
12 H -1.589648 0.907314 1.840669  0.3233
13 H -1.511914 1.511557 0.195074  0.2920
14 H 0.813246 -1.821593 -1.087684  0.2839
15 H 0.152353 -0.549241 -2.178136  0.3045

Atomic forces in eV per Å
O -1.91 -1.61 -1.24
N -0.34 0.59 1.29
N 0.36 0.41 0.05
C -0.28 -0.19 -0.68
C 0.74 0.06 -0.60
O 0.45 -1.01 -1.31
C 0.83 0.24 -0.13
O -0.49 0.99 1.14
C 0.22 0.45 1.33
H 0.30 0.33 -0.01
H 0.17 -0.29 0.26
H -0.07 -0.27 -0.01
H 0.15 -0.28 -0.03
H -0.27 0.59 -0.15
H 0.12 -0.01 0.08

(4)
Entry from the Open Molecules 2025 dataset: a molecular structure, C4H6N2O3 at a distorted geometry (the ωB97M-V functional and the def2-TZVPD basis).

Its HOMO energy is -8.12 eV. The calculation puts the gap between HOMO and LUMO at 0.318 hartree.

Last column: Mulliken charge in e.
Element x y z (Å)
1 C 0.035756 -1.043907 1.032164  -0.7420
2 N 0.152524 -0.255489 -0.181703  -0.1515
3 C -0.016086 0.975795 -0.459919  0.5487
4 C -2.024764 0.910867 0.174817  0.2769
5 C 1.949171 -0.375872 -0.856995  0.0330
6 O -2.758680 1.526078 -0.769696  -0.3962
7 N 2.777570 -0.990184 -0.164427  -0.4816
8 O 0.232101 1.889768 -1.171987  -0.4691
9 O -2.501575 0.498463 1.198848  -0.5270
10 H -3.659021 1.662218 -0.406372  0.3332
11 H 3.714449 -1.125688 -0.563751  0.2840
12 H 2.089751 0.083659 -1.845449  0.3679
13 H -0.803566 -1.727035 0.922655  0.2654
14 H 0.954722 -1.614547 1.187921  0.3690
15 H -0.142353 -0.414128 1.903894  0.2893

Atomic forces in eV per Å
C -0.53 0.25 0.43
N 6.53 -1.66 -1.80
C -6.02 1.64 0.45
C 1.46 0.94 0.06
C -0.65 -1.07 1.12
O -0.14 0.20 0.01
N -1.13 0.35 -0.47
O 1.01 -0.80 0.48
O 0.22 -0.10 -0.26
H 0.29 -0.22 -0.13
H -0.41 0.30 0.06
H -0.65 0.02 0.41
H 0.02 0.00 0.00
H -0.01 0.18 -0.24
H 0.01 -0.03 -0.14

(5)
Entry from the Open Molecules 2025 dataset: 2 unconnected molecules or ions with the total composition C4H6N2O3S3 at a distorted geometry (the ωB97M-V functional and the def2-TZVPD basis).

Its HOMO energy (spin up / spin down) is -8.68 / -8.68 eV. The calculation puts the gap between HOMO and LUMO (spin up / spin down) at 0.266 / 0.266 hartree.

Last column: Mulliken charge in e.
Element x y z (Å)
1 C -1.077994 0.408381 2.761562  -0.3156
2 C 0.446475 0.615186 -2.042085  0.5429
3 C 1.463078 0.278760 0.597129  0.2677
4 C -0.970355 0.985193 -1.766087  -0.8694
5 N -1.524719 -0.543555 2.177741  0.6743
6 N -1.774089 -1.643094 1.796807  -0.9407
7 O 1.330232 1.070854 -2.718066  -0.4590
8 O 1.950096 -1.675075 -1.135795  -0.6975
9 O -0.294549 -1.310462 -0.380824  -0.6738
10 S 0.401771 1.392655 1.035151  -0.2366
11 S 3.019139 -0.123198 1.290548  -0.1644
12 S 0.928192 -0.707031 -0.826176  0.9539
13 H -1.574941 1.369223 2.960025  0.2872
14 H -1.539978 0.058875 -1.495947  0.3366
15 H -1.082893 1.543485 -0.814593  0.2517
16 H -1.588262 1.299531 -2.663697  0.3602
17 H -1.486257 -1.944557 0.829356  0.4770
18 H 3.375053 -1.075171 0.394952  0.2055

Atomic forces in eV per Å
C -0.80 0.83 0.41
C 1.22 1.10 -0.30
C 0.72 0.12 -0.71
C -2.58 -1.05 -1.24
N 0.73 0.85 0.44
N -0.86 -2.52 -0.71
O -1.50 -0.51 0.43
O 0.49 0.88 -1.02
O -1.09 -0.21 -0.25
S 1.10 0.55 0.62
S -0.39 0.15 -0.05
S 0.97 -2.02 1.74
H 0.18 -0.72 -0.18
H 0.81 0.48 -0.17
H 0.26 0.20 -1.13
H 1.28 0.53 0.98
H -0.24 1.15 1.05
H -0.29 0.19 0.08

(6)
Entry from the Open Molecules 2025 dataset: C4H6N2O5 in the gas phase at a distorted geometry (the ωB97M-V functional and the def2-TZVPD basis).

As for the expectation value of S²: 2.009. Its HOMO energy (spin up / spin down) is -7.46 / -10.81 eV. The spin multiplicity is 3. The calculation puts the gap between HOMO and LUMO (spin up / spin down) at 0.296 / 0.282 hartree.

Last column: Mulliken charge in e.
Element x y z (Å)
1 C 0.041450 2.068111 -0.324189  -0.2454
2 C -0.663516 0.085843 0.653967  0.5395
3 C 0.739562 -0.303774 0.059853  -0.2570
4 C -1.699243 -1.004433 0.138182  -1.0845
5 N 1.161573 0.204375 -1.089411  0.6679
6 N 1.447329 -1.483520 0.571423  1.0084
7 O 0.617818 1.459916 -1.368371  -0.3607
8 O 2.000103 -0.133650 -1.889575  -0.5326
9 O 2.526457 -1.678961 0.068643  -0.6079
10 O 0.961583 -2.153907 1.458254  -0.6333
11 O -1.055979 1.351997 0.192203  -0.4299
12 H -0.560630 2.919716 -0.556101  0.3045
13 H 0.872741 2.235348 0.351076  0.3718
14 H -0.478338 0.184332 1.815424  0.3140
15 H -1.552513 -1.366622 -0.953540  0.2911
16 H -2.689832 -0.406529 0.166578  0.3338
17 H -1.668565 -1.978242 0.705585  0.3205

Atomic forces in eV per Å
C -1.32 0.52 2.03
C 1.69 -1.48 0.60
C -1.74 -3.56 4.78
C -0.77 0.27 -0.43
N -0.70 2.78 -1.80
N -0.71 2.45 -0.64
O -0.21 0.22 -3.16
O 1.79 -1.31 -1.69
O 1.49 -0.49 -0.43
O -1.19 -0.27 0.76
O 0.46 -1.09 0.25
H 1.01 1.31 -1.06
H -0.29 0.38 1.24
H -0.71 -0.85 -2.08
H 0.13 1.20 1.60
H 1.32 -1.52 0.12
H -0.24 1.43 -0.10

no.,E (Ha)
1,-1212.2616
2,-1212.2171
3,-491.1667
4,-491.1158
5,-1685.5967
6,-641.3555